C4H9N3 | wB97M-V/def2-TZVPD

Each line ends with the natural charge from an NBO analysis.
CARTESIAN COORDINATES (ANGSTROEM)
C 1.966 -0.706 -0.799  0.45
C -1.525 -0.252 1.678  -0.71
C -0.208 1.673 -0.092  -0.45
C -0.938 -0.474 0.302  0.14
N 2.523 -0.467 0.201  -0.45
N 1.701 -1.155 -1.983  -0.85
N -0.264 0.253 -0.478  -0.42
H -0.761 0.062 2.370  0.25
H -2.133 -1.185 1.875  0.23
H -2.231 0.531 1.780  0.22
H -0.618 1.865 0.936  0.18
H 0.840 1.882 -0.187  0.22
H -0.862 2.169 -0.812  0.21
H -0.890 -1.582 0.081  0.16
H 2.524 -1.589 -2.389  0.41
H 0.877 -1.026 -2.483  0.42

For the LUMO energy, the calculation gives 0.0342 hartree. The total energy comes out at -322.0072 Ha. The value obtained for the HOMO-LUMO gap is 10.34 eV. The spin multiplicity is 1. Its SMILES is C/C=N\C.N#CN.